[1]
{"formula": "C24H24N3O4SiW", "method": "wB97M-V/def2-TZVPD", "elements": ["W", "C", "C", "N", "C", "C", "N", "C", "O", "O", "C", "O", "O", "H", "H", "H", "H", "H", "C", "C", "C", "C", "C", "C", "N", "H", "H", "H", "H", "H", "H", "H", "H", "C", "C", "C", "C", "C", "C", "Si", "C", "C", "C", "C", "C", "C", "H", "H", "H", "H", "H", "H", "H", "H", "H", "H", "H"], "xyz": [[-0.74976, 0.57820, -1.29550], [2.16944, 1.12479, 1.22941], [0.89411, 1.87594, 1.20734], [-0.12225, 1.73343, 0.35278], [-1.08750, 2.66442, 0.70528], [-0.65702, 3.37060, 1.77698], [0.58131, 2.85691, 2.06662], [-1.20399, 4.47159, 2.62652], [-2.39959, 4.92855, 2.32221], [-0.52975, 4.87222, 3.53511], [-2.33052, 2.69053, -0.08349], [-3.24675, 3.43763, 0.13944], [-2.31328, 1.77158, -1.04974], [2.10370, 0.24916, 0.58822], [2.39459, 0.79374, 2.24252], [2.98488, 1.76246, 0.88463], [1.14257, 3.20354, 2.83552], [-2.80416, 4.47467, 1.54742], [-1.66110, -0.22745, -3.71302], [-0.17956, -0.07042, -3.86980], [0.68208, -0.21981, -4.89524], [1.96366, 0.25544, -4.43654], [1.84271, 0.67724, -3.15352], [2.85557, 1.23533, -2.21779], [0.51539, 0.46019, -2.75714], [-2.04711, -1.01853, -4.35463], [-2.21782, 0.68756, -3.92323], [-1.96467, -0.61133, -2.70417], [0.44972, -0.60086, -5.87639], [2.87443, 0.27440, -5.01362], [3.75988, 1.49234, -2.76578], [3.12786, 0.51148, -1.44682], [2.49373, 2.14519, -1.73206], [3.65873, -2.38762, 0.93058], [3.30402, -2.31637, -0.41135], [1.97073, -2.17770, -0.76782], [0.96973, -2.09898, 0.20793], [1.34516, -2.17020, 1.55190], [2.67776, -2.32224, 1.91088], [-0.80222, -1.81188, -0.32328], [-2.00271, -1.91143, 1.09942], [-1.95157, -3.00945, 1.96573], [-2.81439, -3.10234, 3.04657], [-3.74351, -2.09850, 3.28361], [-3.81971, -1.00773, 2.43066], [-2.95641, -0.92141, 1.34781], [4.69733, -2.50765, 1.20981], [4.06523, -2.38219, -1.17824], [1.70785, -2.13243, -1.82096], [0.59155, -2.11348, 2.32897], [2.95077, -2.39529, 2.95590], [-1.13787, -2.73295, -1.43882], [-1.23506, -3.80563, 1.79553], [-2.76512, -3.96053, 3.70365], [-4.41533, -2.17186, 4.12850], [-4.55563, -0.23317, 2.60164], [-3.06016, -0.07972, 0.66981]], "forces_ev_per_a": [[-0.0402, 0.0517, -0.0412], [-0.0090, 0.0001, -0.0052], [-0.0303, 0.0062, 0.0134], [0.0380, -0.0969, -0.0683], [-0.0333, 0.0538, 0.0391], [0.0214, -0.0357, -0.0127], [0.0163, 0.0025, 0.0075], [-0.0272, -0.0064, 0.0068], [0.0003, 0.0130, 0.0035], [0.0095, 0.0033, -0.0033], [-0.0365, -0.0189, -0.0259], [0.0102, 0.0135, 0.0062], [0.0349, -0.0242, 0.0359], [0.0083, 0.0047, -0.0018], [0.0007, 0.0020, -0.0001], [0.0023, -0.0027, -0.0009], [-0.0015, 0.0017, 0.0005], [0.0003, -0.0063, -0.0005], [-0.0050, -0.0247, -0.0121], [-0.0102, 0.0114, 0.0875], [0.0053, -0.0064, -0.0144], [0.0040, 0.0029, -0.0069], [-0.0201, 0.0061, 0.0172], [0.0186, -0.0051, 0.0084], [0.0486, 0.0004, -0.0516], [-0.0036, -0.0050, 0.0085], [-0.0021, -0.0009, 0.0025], [-0.0007, 0.0155, 0.0068], [-0.0006, -0.0040, 0.0014], [0.0018, 0.0006, 0.0030], [-0.0043, -0.0001, -0.0058], [-0.0032, 0.0018, -0.0010], [-0.0088, -0.0019, 0.0001], [-0.0051, -0.0014, 0.0104], [-0.0005, 0.0012, 0.0004], [0.0011, 0.0059, -0.0077], [0.0024, -0.0109, -0.0185], [-0.0196, -0.0042, 0.0266], [0.0164, -0.0032, -0.0212], [0.0092, 0.0465, 0.0211], [0.0048, -0.0019, 0.0285], [0.0016, -0.0016, -0.0077], [0.0055, -0.0086, 0.0010], [-0.0221, 0.0185, 0.0088], [0.0030, -0.0300, -0.0002], [0.0047, 0.0023, -0.0486], [0.0000, -0.0004, 0.0008], [-0.0008, -0.0005, -0.0009], [0.0003, -0.0021, -0.0007], [-0.0048, -0.0006, -0.0050], [-0.0009, -0.0008, 0.0015], [0.0088, -0.0007, 0.0046], [0.0032, 0.0026, -0.0003], [0.0028, -0.0013, -0.0015], [0.0011, -0.0021, 0.0004], [0.0010, 0.0044, -0.0040], [0.0042, 0.0372, 0.0155]], "lowdin_charge": [1.532, 0.026, -0.274, -0.004, -0.121, -0.036, 0.216, -0.462, 0.177, 0.151, -0.503, 0.152, -0.189, 0.048, 0.104, 0.105, 0.193, 0.092, -0.059, -0.368, -0.008, -0.011, -0.336, -0.028, -0.166, 0.113, 0.099, 0.018, 0.119, 0.118, 0.092, 0.056, 0.078, -0.068, -0.078, -0.132, -0.363, -0.115, -0.080, 0.656, -0.348, -0.111, -0.065, -0.065, -0.070, -0.120, 0.111, 0.113, 0.100, 0.100, 0.112, -0.015, 0.109, 0.112, 0.112, 0.111, 0.071], "lumo_ha": [-0.1548, -0.1589], "homo_ev": [-11.6, -11.6], "s2": 2.0144, "multiplicity": 3, "total_charge": 1, "homo_lumo_gap_ha": [0.270, 0.267]}

***

[2]
{"formula": "C24H15AsClF3N2O7RuS2", "method": "wB97M-V/def2-TZVPD", "elements": ["Ru", "Cl", "C", "C", "C", "C", "O", "C", "C", "N", "C", "C", "C", "C", "C", "C", "C", "C", "N", "C", "C", "H", "H", "H", "H", "H", "H", "H", "H", "H", "H", "O", "As", "O", "O", "C", "C", "C", "C", "C", "C", "S", "O", "O", "O", "H", "H", "H", "H", "H", "S", "C", "F", "C", "F", "F"], "xyz": [[0.95150, -0.98198, -0.03842], [-5.27598, 2.32032, 1.57988], [-3.88715, 1.24220, 1.45952], [-4.09723, -0.12958, 1.49295], [-3.00038, -0.96331, 1.34479], [-1.70100, -0.47192, 1.17862], [-0.71851, -1.34236, 1.05692], [-1.49609, 0.94405, 1.18419], [-0.21993, 1.55745, 1.16796], [0.95440, 0.89370, 1.06547], [2.10737, 1.48886, 1.46378], [2.28788, 2.85563, 1.71260], [3.51445, 3.35784, 2.15846], [4.59675, 2.55082, 2.40562], [4.46079, 1.15500, 2.20010], [5.49878, 0.23550, 2.44503], [5.29674, -1.10379, 2.24262], [4.04215, -1.52810, 1.78342], [3.05620, -0.69778, 1.54410], [3.23282, 0.62651, 1.73213], [-2.63257, 1.77563, 1.30321], [-5.09680, -0.53041, 1.59321], [-3.12312, -2.03931, 1.33035], [-0.21047, 2.63243, 1.30541], [1.48509, 3.55147, 1.52188], [3.60566, 4.42899, 2.30692], [5.54187, 2.95295, 2.75038], [6.45771, 0.60803, 2.79042], [6.08176, -1.82863, 2.41604], [3.85218, -2.57720, 1.58743], [-2.50010, 2.84977, 1.26590], [-0.41460, -1.86801, -4.31515], [-1.05027, -2.54977, -2.83234], [-1.65114, -4.03895, -3.15229], [0.12856, -2.46763, -1.64487], [-2.55030, -1.38100, -2.36372], [-3.75022, -2.06815, -2.21424], [-4.92416, -1.39865, -1.89253], [-4.90849, -0.02599, -1.71517], [-3.72010, 0.67476, -1.86447], [-2.54799, 0.00729, -2.18793], [-1.07765, 1.00661, -2.40917], [-1.44431, 2.35841, -2.05007], [-0.70758, 0.83626, -3.81044], [-0.08165, 0.41650, -1.50887], [-0.32932, -0.89624, -4.21103], [-3.73717, -3.14103, -2.36718], [-5.84707, -1.95547, -1.77344], [-5.81198, 0.50645, -1.44088], [-3.67842, 1.74517, -1.71784], [1.85577, -4.35163, 0.31834], [1.44759, -2.88804, 0.14245], [3.18765, 0.57340, -1.17775], [2.60055, -0.65847, -1.33183], [3.66297, -1.53828, -1.19137], [2.28458, -0.73038, -2.63909]], "forces_ev_per_a": [[-0.0835, -0.0602, 0.0566], [0.0030, -0.0016, -0.0006], [-0.0089, 0.0019, 0.0005], [0.0046, -0.0015, 0.0011], [-0.0027, 0.0007, -0.0011], [-0.0073, 0.0063, -0.0035], [0.0211, 0.0241, 0.0068], [-0.0110, -0.0108, -0.0040], [0.0176, -0.0051, -0.0018], [0.0152, 0.0014, 0.0090], [-0.0045, 0.0163, -0.0039], [-0.0109, -0.0109, 0.0054], [0.0062, 0.0058, 0.0005], [-0.0021, -0.0007, 0.0027], [0.0084, -0.0022, 0.0015], [-0.0028, 0.0124, 0.0006], [-0.0080, -0.0127, -0.0033], [0.0193, 0.0056, 0.0070], [-0.0009, -0.0167, 0.0097], [-0.0121, -0.0066, -0.0084], [0.0113, 0.0065, -0.0017], [-0.0005, 0.0006, -0.0004], [0.0005, -0.0002, -0.0004], [-0.0048, -0.0010, 0.0069], [0.0036, 0.0036, -0.0003], [0.0003, -0.0006, -0.0004], [-0.0003, 0.0017, -0.0005], [-0.0006, 0.0005, 0.0004], [0.0001, -0.0011, 0.0010], [-0.0035, -0.0018, 0.0029], [-0.0033, -0.0001, -0.0003], [0.0046, 0.0001, -0.0017], [-0.0244, -0.0305, 0.0122], [-0.0108, 0.0139, 0.0003], [0.0339, 0.0245, -0.0274], [-0.0042, 0.0137, -0.0060], [0.0042, -0.0002, -0.0028], [0.0011, -0.0042, 0.0003], [0.0003, -0.0002, 0.0001], [-0.0012, -0.0071, -0.0014], [-0.0067, -0.0085, 0.0093], [0.0220, -0.0262, -0.0063], [-0.0004, 0.0022, -0.0052], [0.0002, -0.0011, 0.0140], [-0.0122, 0.0221, -0.0031], [-0.0005, -0.0028, -0.0017], [-0.0018, -0.0010, 0.0002], [-0.0008, 0.0003, 0.0005], [-0.0002, -0.0011, -0.0008], [0.0008, -0.0002, -0.0006], [-0.0587, -0.0085, 0.0417], [0.1084, 0.0703, -0.0949], [-0.0027, -0.0038, 0.0007], [-0.0010, -0.0064, -0.0141], [0.0113, 0.0044, -0.0013], [-0.0047, -0.0038, 0.0060]], "lowdin_charge": [1.411, 0.568, -0.694, -0.153, -0.028, -0.352, -0.238, -0.166, -0.104, -0.049, -0.235, -0.036, -0.118, -0.091, -0.171, -0.037, -0.072, -0.153, 0.080, -0.164, -0.086, 0.091, 0.114, 0.098, 0.085, 0.091, 0.087, 0.104, 0.090, 0.071, 0.108, -0.263, 0.862, -0.506, -0.572, -0.214, -0.102, -0.098, -0.100, -0.073, -0.244, 0.471, -0.322, -0.332, -0.408, -0.011, 0.086, 0.091, 0.096, 0.105, 0.773, -0.726, 0.026, -0.622, -0.016, 0.046], "lumo_ha": [0.1527, 0.1463], "homo_ev": [-0.3, -2.6], "s2": 6.0683, "multiplicity": 5, "total_charge": -2, "homo_lumo_gap_ha": [0.163, 0.241]}

***

One value per record, in order, for electronic energy: -1750.59615, -5446.63244 Ha.
One value per record, in order, for ΔE to the lowest compared entry with this formula, charge and spin: 0.0, 50.2 kcal per mole.